Record 1
DFT (the ωB97M-V functional and the def2-TZVPD basis) results for a structure of composition C43H60BCl3CsN7O4S4SiTe in a non-equilibrium geometry.

* energy relative to the best compared isomer or geometry (same formula, charge and spin): 0.000 eV
* net charge: -2
* highest occupied orbital energy: -2.300 eV
* orbital gap: 5.87 eV

CARTESIAN COORDINATES (ANGSTROEM)
Cs -1.23 0.46 -1.25
C 2.25 -2.25 4.84
C 1.80 -1.13 3.90
C 1.80 0.18 4.68
C 0.41 -1.50 3.37
N 2.76 -1.04 2.77
C 3.88 -1.85 2.63
C 4.48 -1.50 1.48
N 3.76 -0.48 0.90
B 4.14 -0.12 -0.56
N 3.82 -1.28 -1.52
C 4.62 -1.50 -2.62
C 4.02 -2.41 -3.40
N 2.83 -2.77 -2.78
C 2.72 -2.06 -1.61
S 1.50 -2.17 -0.44
C 1.83 -3.69 -3.35
C 2.32 -4.18 -4.72
C 1.65 -4.91 -2.44
C 0.51 -2.95 -3.57
N 3.58 1.26 -0.99
C 4.00 2.35 -0.28
C 3.52 3.46 -0.87
N 2.79 3.05 -1.98
C 2.84 1.67 -2.05
S 2.13 0.70 -3.25
C 2.28 3.99 -3.01
C 0.80 3.77 -3.30
C 3.13 3.82 -4.27
C 2.44 5.42 -2.49
C 2.70 -0.19 1.69
S 1.52 1.01 1.44
H 1.53 -2.30 5.66
H 3.23 -2.06 5.27
H 2.25 -3.22 4.34
H 1.11 0.11 5.52
H 1.51 1.01 4.05
H 2.80 0.37 5.08
H -0.27 -1.65 4.21
H 0.46 -2.42 2.78
H 0.02 -0.71 2.73
H 4.14 -2.61 3.33
H 5.35 -1.90 1.00
H 5.35 -0.01 -0.57
H 5.54 -0.95 -2.77
H 4.33 -2.82 -4.34
H 3.25 -4.74 -4.64
H 2.45 -3.36 -5.42
H 1.56 -4.85 -5.12
H 2.61 -5.43 -2.32
H 0.94 -5.59 -2.90
H 1.29 -4.61 -1.47
H 0.68 -2.07 -4.18
H 0.06 -2.64 -2.63
H -0.20 -3.61 -4.08
H 4.56 2.24 0.63
H 3.60 4.48 -0.57
H 0.61 2.79 -3.70
H 0.49 4.52 -4.04
H 0.21 3.92 -2.40
H 3.03 2.81 -4.66
H 4.18 4.02 -4.05
H 2.80 4.53 -5.03
H 1.87 5.56 -1.57
H 2.02 6.09 -3.25
H 3.48 5.70 -2.33
C -5.29 -4.99 -2.30
Si -3.65 -5.31 -1.44
C -2.30 -5.68 -2.68
C -3.91 -6.93 -0.48
C -3.18 -4.02 -0.17
C -3.08 -4.33 1.17
C -2.73 -3.36 2.11
C -2.50 -2.08 1.63
N -2.59 -1.73 0.35
C -2.93 -2.67 -0.57
S -3.06 -2.21 -2.23
H -5.68 -5.92 -2.73
H -5.17 -4.24 -3.08
H -6.03 -4.61 -1.59
H -2.52 -6.60 -3.22
H -1.34 -5.79 -2.17
H -2.21 -4.85 -3.39
H -4.20 -7.72 -1.17
H -4.69 -6.84 0.27
H -2.99 -7.25 0.02
H -3.27 -5.34 1.51
H -2.65 -3.58 3.16
H -2.23 -1.28 2.32
O -4.06 0.85 0.78
H -3.81 0.01 0.35
H -4.27 1.48 0.06
O 0.32 4.04 0.16
H -0.51 3.66 -0.17
H 0.91 3.27 0.26
Cl -2.26 1.64 -4.09
C -3.24 2.97 -3.39
Cl -4.84 2.93 -4.15
Cl -2.49 4.54 -3.77
C -3.29 2.76 -1.82
O -4.41 2.55 -1.35
O -2.17 2.78 -1.28
Te -1.82 1.82 2.32
C -3.20 3.41 2.33
C -4.55 3.20 2.61
C -5.44 4.26 2.60
C -4.99 5.55 2.33
C -3.65 5.76 2.05
C -2.76 4.70 2.04
C -0.67 2.72 3.87
C -0.92 2.39 5.19
C -0.17 2.95 6.22
C 0.85 3.84 5.93
C 1.10 4.19 4.61
C 0.35 3.63 3.58
H -4.90 2.19 2.79
H -6.49 4.08 2.80
H -5.69 6.37 2.32
H -3.30 6.76 1.81
H -1.72 4.87 1.79
H -1.72 1.69 5.42
H -0.38 2.67 7.25
H 1.44 4.27 6.73
H 1.90 4.88 4.38
H 0.56 3.90 2.56

Record 2
DFT (the ωB97M-V functional and the def2-TZVPD basis) results for a cluster of 2 separate species, C22H22F3N4O6 in total in a non-equilibrium geometry.

* net charge: -1
* highest occupied orbital energy: -5.450 eV
* orbital gap: 7.16 eV

CARTESIAN COORDINATES (ANGSTROEM)
O -3.63 4.28 6.00
O 1.52 -0.13 2.74
O -0.15 5.92 3.48
O 2.16 1.73 3.77
F -2.66 -1.89 -3.06
F -0.97 -0.45 -3.18
F -2.18 -0.85 -4.95
N 0.97 -4.07 -4.30
O -2.79 -4.45 -8.26
O 3.04 -1.11 1.03
C -2.59 3.71 5.73
C 1.30 0.89 3.43
C 0.33 4.80 3.66
C 0.17 -4.30 -5.31
C 0.28 -5.31 -6.35
C -0.70 -5.36 -7.33
C -1.82 -4.41 -7.30
C 0.40 -3.02 -3.59
C -1.90 -3.48 -6.29
C -0.75 -2.58 -4.22
C 0.99 -1.76 -0.05
C 3.09 -1.85 -1.22
C 0.33 -2.23 -1.20
C 2.44 -2.33 -2.37
C 2.37 -1.57 -0.07
C 1.05 -2.51 -2.37
N -0.90 -3.42 -5.31
N 1.60 4.51 3.34
N -1.81 4.16 4.74
C -2.18 2.50 6.54
C -1.64 -1.42 -3.84
C 2.54 5.45 2.74
C -0.15 1.16 3.84
C -0.68 2.50 3.30
C -0.50 3.67 4.29
H -2.58 -5.14 -8.91
H 2.41 -0.73 1.72
H 1.12 -5.99 -6.35
H -0.63 -6.11 -8.11
H -2.74 -2.79 -6.27
H 0.43 -1.53 0.85
H 4.16 -1.70 -1.22
H -0.75 -2.38 -1.16
H 3.02 -2.55 -3.26
H 1.93 3.55 3.51
H -2.13 5.01 4.29
H -1.16 2.62 6.90
H -2.25 1.62 5.91
H -2.85 2.40 7.38
H 2.10 5.87 1.83
H 2.76 6.26 3.43
H 3.47 4.93 2.48
H -0.24 1.12 4.92
H -0.79 0.36 3.43
H -0.20 2.71 2.34
H -1.74 2.37 3.09
H 0.08 3.32 5.14